(1)
This record from the OMol25 dataset describes a molecular structure, C4H8N4O4P at a distorted geometry. The level of theory is ωB97M-V/def2-TZVPD.

Each line ends with the natural charge from an NBO analysis.
Atoms and positions in Å:
1 C 0.54489 -0.28378 2.24345  -0.640
2 H 1.96972 -2.30297 -0.09970  0.245
3 P -1.78282 1.47077 0.49482  2.382
4 H -0.77308 -0.11901 -3.83764  0.455
5 H 0.93169 -0.96689 3.10430  0.263
6 H 0.53521 -2.88162 0.89821  0.272
7 C 1.46582 -2.33436 0.83110  -0.629
8 O -1.57152 2.23962 -1.11181  -0.542
9 H -0.47150 0.02686 2.25963  0.264
10 H -0.89958 1.61997 -3.67439  0.464
11 H 1.98670 -2.63258 1.72787  0.269
12 C -0.10149 0.63265 -1.98394  0.577
13 N -0.28131 1.85643 -1.16375  0.208
14 H 1.29624 0.48623 2.17908  0.270
15 N 0.17965 -0.36408 -1.25365  -0.110
16 N 0.51208 -0.37519 -0.12026  0.072
17 O -2.12986 2.42436 1.53156  -0.963
18 N -0.48066 0.71627 -3.28154  -0.747
19 O 0.12188 1.70837 0.06435  -0.443
20 C 0.82899 -0.96278 0.91980  0.407
21 O -1.88104 0.04173 0.27251  -1.073

Forces on the atoms, in the same order (eV/Å):
2.384 -2.330 0.448
0.667 -1.148 -0.720
0.220 2.355 -0.448
0.783 0.838 1.032
-1.278 1.159 -1.499
-0.207 -0.992 -0.698
-1.334 1.543 0.708
-1.398 -0.582 1.137
-0.622 0.378 0.548
0.986 -1.635 1.306
0.663 0.335 -0.053
-1.574 2.279 -1.943
1.291 -0.323 -1.625
-0.140 1.059 0.471
-0.777 -1.590 -3.792
1.110 0.907 2.477
-0.084 -0.665 -0.412
-0.634 0.375 -0.150
0.228 -0.418 0.669
0.585 -1.034 2.342
-0.871 -0.509 0.202

Output
HOMO (spin up / spin down) in eV: -14.2 / -14.2
Charge: +1
LUMO (spin up / spin down) in Ha: -0.23442 / -0.23459
Maximum force in hartree/bohr: 0.0814
DFT total energy in Ha: -1018.1087


(2)
This record from the OMol25 dataset describes 2 unconnected molecules or ions with the total composition C4H8N4OS at a distorted geometry. The level of theory is ωB97M-V/def2-TZVPD.

Each line ends with the natural charge from an NBO analysis.
Atoms and positions in Å:
1 C 1.16867 -0.82237 -0.21981  -0.217
2 H 2.40978 -2.42389 0.34702  0.209
3 N 1.61353 -1.21921 1.91737  -0.350
4 N -1.96889 1.23532 -1.54605  -1.030
5 H 0.74851 -1.76387 -2.09307  0.214
6 S -1.55663 1.75154 -0.13376  1.963
7 H -3.02868 1.91674 1.60207  0.413
8 C 0.38806 -0.04249 0.64801  0.114
9 N 0.69876 -0.16730 1.92649  -0.336
10 C 1.09529 -0.71719 -1.71248  -0.621
11 H -2.91906 0.31116 1.04744  0.419
12 H 2.10099 -0.77448 -2.09801  0.226
13 H -1.31733 1.38527 -2.19688  0.360
14 N -2.79448 1.32644 0.85998  -1.045
15 C 1.95157 -1.56601 0.64762  -0.058
16 O -1.18245 3.03923 0.31988  -0.890
17 H 0.45318 0.09728 -2.00293  0.223
18 H 2.13918 -1.56617 2.68711  0.406

Forces on the atoms, in the same order (eV/Å):
-0.445 0.782 0.131
1.912 -2.094 -0.153
-0.358 0.807 -1.492
-3.129 0.362 5.198
-0.243 1.937 0.308
-0.026 -3.923 -0.316
0.154 1.141 1.137
-0.315 1.501 1.027
0.250 -1.295 -0.412
0.081 -3.801 0.347
0.206 1.256 -0.418
0.338 1.030 -0.431
3.415 0.791 -3.221
0.126 -2.748 -1.661
-2.540 2.063 -0.332
0.611 1.840 -0.223
0.176 0.014 -0.429
-0.214 0.336 0.940

Output
HOMO (spin up / spin down) in eV: -8.9 / -8.5
LUMO (spin up / spin down) in Ha: -0.02921 / -0.02294
Maximum force in hartree/bohr: 0.1182
DFT total energy in Ha: -849.4614


(3)
This record from the OMol25 dataset describes a molecular structure, C4H8N8 at a distorted geometry. The level of theory is ωB97M-V/def2-TZVPD.

Each line ends with the natural charge from an NBO analysis.
Atoms and positions in Å:
1 N 1.04592 -0.06624 0.20226  -0.421
2 N -2.73248 -0.25249 1.01267  -0.299
3 H 1.92787 1.73298 -0.36059  0.213
4 C 1.45715 1.27207 0.51033  -0.412
5 N -3.55344 -0.51277 -0.00165  0.043
6 C -2.10826 0.98385 -0.67102  -0.167
7 N 1.02872 -2.18195 -0.40274  -0.341
8 H -1.35152 0.90269 -1.44882  0.222
9 N -0.22591 -1.86686 0.01183  -0.331
10 C -0.17480 -0.63858 0.37485  0.434
11 H 0.57172 1.83702 0.79652  0.243
12 H 3.67815 -0.41213 -0.17611  0.384
13 H 3.46784 -1.85945 -1.01261  0.407
14 H -2.42951 2.03140 -0.59938  0.203
15 N 3.06309 -0.97667 -0.74153  -0.817
16 N -1.67427 0.55507 0.65253  -0.246
17 C 1.77331 -1.11072 -0.30317  0.481
18 N -3.27306 0.16502 -0.98739  -0.207
19 H 2.16803 1.27172 1.34172  0.204
20 H -2.65857 -0.87397 1.80231  0.410

Forces on the atoms, in the same order (eV/Å):
-0.105 -0.680 -0.287
0.163 0.648 0.900
-0.054 -0.002 0.044
0.212 0.330 0.083
-0.749 -0.841 -0.056
-0.052 0.533 -0.055
1.438 -0.520 -0.361
0.037 -0.022 0.101
-0.950 0.716 0.391
-3.469 2.448 0.190
0.114 0.006 0.004
-0.013 -0.082 0.044
0.035 -0.011 0.040
-0.041 -0.054 -0.021
0.372 0.092 -0.149
3.694 -2.527 0.229
-0.493 -0.006 0.163
-0.048 -0.061 -0.972
-0.084 0.079 -0.046
-0.007 -0.043 -0.241

Output
HOMO in eV: -8.5
LUMO in Ha: 0.01720
Maximum force in hartree/bohr: 0.0872
DFT total energy in Ha: -595.1133


(4)
This record from the OMol25 dataset describes 2 unconnected molecules or ions with the total composition C4H8NO at a distorted geometry. The level of theory is ωB97M-V/def2-TZVPD.

Each line ends with the natural charge from an NBO analysis.
Atoms and positions in Å:
1 H 2.35748 1.35817 0.69391  0.274
2 O -2.84815 -0.26982 -0.28599  -0.476
3 N -0.14275 -0.42764 -0.02658  -0.504
4 H 1.91367 1.71216 -0.93466  0.268
5 C -2.73303 0.73330 0.45989  0.430
6 H -1.88094 -0.61298 -0.53151  0.564
7 C 0.76648 -1.55354 -0.15004  -0.288
8 H 0.88295 -2.26678 0.78635  0.195
9 H 3.05781 0.32906 -0.45714  0.270
10 C 2.14338 0.81985 -0.14820  -0.706
11 H -3.52201 1.20299 0.83972  0.184
12 C 1.08528 -0.11484 -0.03956  0.374
13 H 0.59780 -2.03229 -1.05492  0.193
14 H -1.67795 1.12236 0.84872  0.222

Forces on the atoms, in the same order (eV/Å):
0.354 1.176 2.615
1.149 1.163 0.542
-0.640 2.060 0.450
0.301 -2.229 1.570
5.519 -2.032 -0.719
-0.453 0.680 0.751
0.745 -1.452 3.551
-0.215 1.552 -1.988
0.038 -0.106 -0.126
0.240 2.498 -4.004
-3.886 1.665 1.096
-1.750 -2.814 -0.783
0.618 -1.029 -1.679
-2.020 -1.131 -1.276

Output
HOMO in eV: -14.3
Charge: +1
LUMO in Ha: -0.22368
Maximum force in hartree/bohr: 0.1152
DFT total energy in Ha: -286.7888


Question: Look up the DFT total energy of the second one.
Answer: -849.4614 Ha